ORCA calculation (wB97M-V/def2-TZVPD) on C31H69F7NbO16 as an isolated structure.

Values from the calculation:
* DFT total energy: -86588.105 eV
* strongest force on any atom: 5.5 eV/A
* total charge: -1
* HOMO energy: -6.05 eV
* frontier orbital gap: 7.50 eV

Positions of all 124 atoms, in Å:
1 C -2.2074 5.0093 -2.3886
2 C -1.1714 3.8911 -2.1554
3 O -0.3792 4.0087 -1.2483
4 O -1.1624 2.7618 -3.0510
5 C -1.9434 1.7316 -2.4548
6 O -1.8368 1.4853 -1.2722
7 C -2.9928 0.8943 -3.2488
8 Nb -4.7885 2.2264 -3.7054
9 O -4.9486 1.3147 -5.5705
10 C -6.4364 3.7508 -4.2342
11 F -5.8887 5.0356 -4.3438
12 F -6.8794 3.4244 -5.5281
13 C -7.7430 3.7648 -3.3509
14 F -8.3986 4.9696 -3.6337
15 F -8.6198 2.7826 -3.7085
16 C -7.5272 3.7808 -1.7909
17 F -7.4657 2.5467 -1.2450
18 F -6.5009 4.5586 -1.3981
19 F -8.6586 4.3520 -1.2405
20 H -1.9873 5.9325 -1.8105
21 H -3.2218 4.6681 -2.0644
22 H -2.2528 5.2401 -3.4760
23 H -3.3445 0.0893 -2.5691
24 H -2.5366 0.5385 -4.1998
25 H -3.6023 3.4565 -4.4029
26 H -4.5130 2.9557 -2.0722
27 H -6.0263 1.0834 -2.9787
28 H -4.0805 1.4487 -5.9979
29 C 1.6492 1.2005 -1.6538
30 O 2.6967 0.2353 -1.5879
31 C 3.9784 0.8065 -1.8066
32 C 4.7354 0.9660 -0.5009
33 O 4.1328 1.9592 0.3178
34 C 3.3709 1.4062 1.3780
35 H 0.7280 0.7272 -1.3175
36 H 1.8491 2.0593 -1.0101
37 H 1.5153 1.5378 -2.6859
38 H 3.8974 1.7653 -2.3286
39 H 4.5305 0.1156 -2.4542
40 H 5.7539 1.3052 -0.7195
41 H 4.8054 0.0087 0.0274
42 H 4.0364 0.9544 2.1218
43 H 2.6594 0.6597 1.0159
44 H 2.8139 2.2144 1.8532
45 C 0.9770 2.6351 5.2739
46 O 1.3893 3.6202 4.3413
47 C 0.3176 4.0525 3.5013
48 C -0.2045 5.4135 3.9304
49 O -0.8690 5.3403 5.1890
50 C -0.0781 5.8472 6.2498
51 H 1.7931 2.4762 5.9795
52 H 0.0907 2.9529 5.8292
53 H 0.7709 1.6916 4.7582
54 H -0.4887 3.3134 3.4838
55 H 0.7216 4.1339 2.4875
56 H -0.9441 5.7519 3.1985
57 H 0.6049 6.1516 3.9573
58 H 0.0138 6.9349 6.1658
59 H 0.9169 5.3937 6.2621
60 H -0.5806 5.6105 7.1886
61 C 4.0269 -3.1662 -1.4059
62 O 4.0639 -4.5700 -1.6210
63 C 3.3167 -4.9642 -2.7673
64 C 4.2304 -5.2817 -3.9369
65 O 4.8707 -4.1098 -4.4316
66 C 6.2242 -4.0154 -4.0237
67 H 4.7452 -2.9249 -0.6217
68 H 4.2967 -2.6132 -2.3092
69 H 3.0301 -2.8635 -1.0731
70 H 2.5856 -4.1972 -3.0407
71 H 2.7673 -5.8710 -2.4938
72 H 3.6258 -5.6834 -4.7565
73 H 4.9678 -6.0419 -3.6576
74 H 6.8272 -4.7710 -4.5385
75 H 6.3274 -4.1359 -2.9420
76 H 6.5922 -3.0270 -4.3008
77 C 1.7126 -9.0218 -1.7002
78 O 0.8266 -8.0067 -2.1426
79 C -0.2773 -8.5282 -2.8751
80 C -1.5401 -8.5447 -2.0335
81 O -1.4513 -9.4975 -0.9804
82 C -1.1982 -8.8913 0.2788
83 H 2.4311 -8.5676 -1.0177
84 H 1.1811 -9.8169 -1.1710
85 H 2.2564 -9.4441 -2.5519
86 H -0.0530 -9.5276 -3.2614
87 H -0.4340 -7.8633 -3.7305
88 H -2.3806 -8.8469 -2.6668
89 H -1.7566 -7.5462 -1.6401
90 H -2.0825 -8.3416 0.6150
91 H -0.3391 -8.2172 0.2352
92 H -0.9834 -9.6818 0.9990
93 C 6.2617 8.4162 2.7572
94 O 5.8719 7.0770 2.5075
95 C 5.2367 6.4735 3.6310
96 C 3.7324 6.4024 3.4459
97 O 3.1453 7.7010 3.4802
98 C 2.7951 8.1734 2.1886
99 H 6.5852 8.8547 1.8131
100 H 5.4329 9.0094 3.1528
101 H 7.1010 8.4394 3.4606
102 H 5.4897 7.0043 4.5547
103 H 5.6297 5.4549 3.7081
104 H 3.3004 5.8372 4.2780
105 H 3.4767 5.8814 2.5178
106 H 1.9424 7.6087 1.7986
107 H 3.6345 8.0996 1.4924
108 H 2.5078 9.2216 2.2789
109 C -3.7331 -7.3269 2.9592
110 O -3.3315 -6.3305 2.0332
111 C -4.4094 -5.8905 1.2109
112 C -4.9299 -4.5367 1.6575
113 O -5.5817 -4.6236 2.9206
114 C -4.7820 -4.1258 3.9809
115 H -2.9110 -7.4959 3.6550
116 H -4.6135 -7.0161 3.5274
117 H -3.9447 -8.2636 2.4323
118 H -5.2154 -6.6312 1.1943
119 H -4.0158 -5.7975 0.1937
120 H -5.6769 -4.1917 0.9361
121 H -4.1218 -3.7991 1.6836
122 H -4.6935 -3.0376 3.9075
123 H -3.7864 -4.5772 3.9801
124 H -5.2762 -4.3732 4.9211

ORCA calculation (wB97M-V/def2-TZVPD) on a 6-piece molecular cluster, C31H69FN6O9S overall.

Values from the calculation:
* DFT total energy: -74177.126 eV
* strongest force on any atom: 6.2 eV/A
* total charge: 0
* HOMO energy: -8.68 eV
* SMILES: Cc1ccc(CN(CCOC=O)S(=O)(=O)F)cc1.COC[C@@H](C)N.COC[C@@H](C)N.COC[C@@H](C)N.COC[C@@H](C)N.COC[C@@H](C)N
* frontier orbital gap: 8.38 eV

Positions of all 117 atoms, in Å:
1 C -5.7037 -1.4939 -7.7698
2 C -4.3624 -1.5938 -6.8667
3 C -3.4259 -2.8038 -7.1161
4 C -2.1381 -2.9424 -6.2537
5 C -1.7446 -1.9156 -5.1272
6 C -0.4115 -2.2150 -4.2934
7 N -0.6089 -3.5013 -3.5467
8 C -0.4269 -3.3590 -2.0589
9 C -1.3088 -2.2016 -1.3687
10 O -0.9894 -2.2401 0.0789
11 C -1.7485 -3.2564 0.7265
12 O -1.2542 -4.3719 1.0353
13 S 0.6071 -4.6708 -4.0113
14 O 0.5040 -5.0744 -5.4489
15 O 0.4992 -5.9291 -3.1698
16 F 2.1281 -3.9235 -3.8198
17 C -2.6804 -0.7058 -4.9238
18 C -3.9837 -0.5412 -5.7865
19 H -6.1413 -0.4428 -7.7996
20 H -6.4555 -2.2852 -7.3860
21 H -5.3842 -1.8736 -8.8140
22 H -3.6793 -3.5968 -7.8984
23 H -1.4775 -3.8495 -6.4856
24 H -0.0374 -1.3412 -3.6663
25 H 0.4113 -2.4135 -5.0837
26 H -0.7904 -4.3560 -1.5969
27 H 0.6911 -3.2942 -1.8378
28 H -2.4346 -2.2921 -1.5286
29 H -0.9783 -1.1455 -1.7021
30 H -2.8389 -3.0929 1.0569
31 H -2.4421 0.0943 -4.1313
32 H -4.6692 0.3603 -5.6007
33 C 3.6487 -1.0329 -1.9642
34 O 2.4485 -1.2302 -1.2328
35 C 2.6144 -1.9517 -0.0139
36 C 3.0704 -1.0843 1.1758
37 C 4.5542 -0.7317 1.1392
38 N 2.2895 0.1568 1.2695
39 H 4.3323 -1.8812 -1.8728
40 H 4.1379 -0.1110 -1.6440
41 H 3.3845 -0.9149 -3.0174
42 H 1.6231 -2.3538 0.2212
43 H 3.2724 -2.8171 -0.1576
44 H 2.9002 -1.6653 2.0885
45 H 4.7868 0.0354 0.3964
46 H 4.8759 -0.3416 2.1090
47 H 5.1618 -1.6146 0.9193
48 H 1.3058 -0.0848 1.3836
49 H 2.3214 0.6041 0.3523
50 C 0.3667 3.3747 5.8171
51 O 0.5367 2.6720 4.5977
52 C 1.6980 3.0467 3.8586
53 C 2.9949 2.3494 4.3141
54 C 3.5795 2.9317 5.5978
55 N 2.7969 0.9054 4.4928
56 H 0.7094 4.4111 5.7482
57 H 0.8819 2.8547 6.6268
58 H -0.6994 3.3788 6.0563
59 H 1.4977 2.7391 2.8262
60 H 1.8120 4.1380 3.8404
61 H 3.7403 2.4962 3.5237
62 H 3.0208 2.6349 6.4887
63 H 4.6069 2.5848 5.7385
64 H 3.6019 4.0254 5.5579
65 H 2.4909 0.5118 3.6037
66 H 1.9873 0.7826 5.1023
67 C 5.4615 5.8474 -0.5751
68 O 4.8120 4.5949 -0.7222
69 C 5.6368 3.4668 -0.4483
70 C 5.7473 3.1100 1.0481
71 C 6.6837 4.0301 1.8252
72 N 4.4318 3.1086 1.7019
73 H 6.5131 5.8048 -0.8719
74 H 5.3686 6.2017 0.4532
75 H 4.9508 6.5676 -1.2176
76 H 5.1573 2.6243 -0.9593
77 H 6.6251 3.5860 -0.9084
78 H 6.1624 2.0982 1.1134
79 H 6.2459 5.0121 2.0168
80 H 6.9223 3.5945 2.7992
81 H 7.6258 4.1755 1.2879
82 H 3.8357 2.4259 1.2341
83 H 3.9869 4.0025 1.4874
84 C -5.2300 -5.5609 1.7066
85 O -5.3438 -5.3591 0.3063
86 C -4.5413 -6.2362 -0.4835
87 C -5.1773 -7.6176 -0.7394
88 C -5.0921 -8.5573 0.4593
89 N -6.5826 -7.4982 -1.1508
90 H -4.2186 -5.8545 2.0015
91 H -5.9563 -6.3042 2.0403
92 H -5.4739 -4.6191 2.2035
93 H -4.4270 -5.7352 -1.4511
94 H -3.5330 -6.3281 -0.0619
95 H -4.6206 -8.0874 -1.5572
96 H -5.7995 -8.2970 1.2497
97 H -5.3205 -9.5823 0.1553
98 H -4.0854 -8.5557 0.8882
99 H -6.6261 -6.9426 -2.0036
100 H -7.0515 -6.9125 -0.4591
101 C -2.0947 3.9571 2.5353
102 O -3.1537 4.7396 2.0065
103 C -3.2212 6.0646 2.5236
104 C -2.2775 7.0660 1.8271
105 C -0.8209 6.9307 2.2601
106 N -2.3513 6.9508 0.3644
107 H -1.8942 4.1873 3.5850
108 H -1.1925 4.0911 1.9354
109 H -2.3837 2.9066 2.4621
110 H -4.2506 6.3946 2.3463
111 H -3.0787 6.0659 3.6111
112 H -2.6048 8.0731 2.1073
113 H -0.3320 6.0558 1.8259
114 H -0.2470 7.8049 1.9411
115 H -0.7403 6.8611 3.3493
116 H -3.3104 7.1300 0.0718
117 H -2.2094 5.9676 0.1313